Arrangement a

DFT (ωB97M-V/def2-TZVPD) results for a cluster of 2 separate species, H4NO2SSi in total.

```
9
Properties=species:S:1:pos:R:3
N -3.368 0.833 0.501
O 3.087 -0.807 -0.164
O 5.129 0.591 -0.304
Si -2.596 -0.560 0.176
S 3.760 0.458 0.323
H 3.059 1.517 -0.628
H -4.361 0.776 0.318
H -1.257 -0.948 -0.282
H -3.452 -1.861 0.060
```

Highest occupied orbital energy (Eh): -0.11327
Charge: -1
Orbital gap (eV): 5.043

Arrangement b

DFT (ωB97M-V/def2-TZVPD) results for the ion H4NO2SSi with charge -1.

```
9
Properties=species:S:1:pos:R:3
N 0.282 1.059 0.374
O 0.699 -0.968 -0.353
O 2.373 0.543 -1.011
Si -0.838 -0.347 -0.182
S 1.670 0.190 0.211
H 0.159 1.067 1.413
H -1.390 -0.712 1.145
H -1.714 0.740 -0.707
H -1.241 -1.572 -0.890
```

Highest occupied orbital energy (Eh): -0.17490
Charge: -1
Orbital gap (eV): 8.478

Arrangement c

DFT (ωB97M-V/def2-TZVPD) results for the ion H4NO2SSi with charge -1.

```
9
Properties=species:S:1:pos:R:3
N 0.231 0.929 0.153
O 0.950 -1.200 -0.349
O 2.706 0.602 -0.825
Si -0.860 -0.382 -0.119
S 1.721 0.017 0.198
H -0.129 1.860 0.525
H -0.805 -1.099 1.301
H -2.128 0.587 0.149
H -1.686 -1.313 -1.032
```

Highest occupied orbital energy (Eh): -0.16927
Charge: -1
Orbital gap (eV): 8.546

Arrangement d

DFT (ωB97M-V/def2-TZVPD) results for the ion H4NO2SSi with charge -1.

```
9
Properties=species:S:1:pos:R:3
N -0.430 -0.155 -1.238
O -0.296 0.961 0.962
O 0.608 2.240 -1.085
Si -0.057 -0.722 0.743
S -0.516 1.374 -0.622
H 0.248 -0.537 -1.836
H -1.464 -1.352 0.685
H 1.455 -1.014 0.148
H 0.452 -0.794 2.243
```

Highest occupied orbital energy (Eh): -0.14849
Charge: -1
Orbital gap (eV): 8.059

Bottom line: arrangement b, by a margin of 1.5 kcal/mol.

Arrangement a

DFT (ωB97M-V/def2-TZVPD) results for a structure of composition C41H59BBaBrN10O3S.

```
117
Properties=species:S:1:pos:R:3
Ba 0.123 0.428 -0.327
C 3.740 -4.083 -2.083
C 3.549 -2.911 -1.177
C 4.502 -2.128 -0.569
C 3.775 -1.171 0.161
N 2.470 -1.345 -0.020
N 2.337 -2.437 -0.821
B 0.998 -3.149 -1.079
N 0.232 -2.521 -2.277
N 0.303 -1.206 -2.625
C -0.384 -1.075 -3.755
C -0.909 -2.315 -4.151
C -0.499 -3.201 -3.181
C -0.815 -4.653 -3.051
C -0.502 0.227 -4.519
C -1.828 0.236 -5.288
C 0.661 0.317 -5.516
C -0.485 1.448 -3.601
N 0.140 -3.260 0.204
N -0.428 -2.202 0.844
C -1.197 -2.715 1.803
C -1.115 -4.115 1.797
C -0.255 -4.421 0.766
C 0.230 -5.776 0.359
C -2.015 -1.880 2.764
C -2.933 -2.787 3.588
C -1.075 -1.142 3.725
C -2.886 -0.881 1.995
C 4.359 -0.134 1.090
C 5.249 0.844 0.317
C 3.256 0.633 1.804
C 5.214 -0.865 2.137
H 4.797 -4.182 -2.331
H 3.177 -3.961 -3.009
H 3.407 -5.012 -1.618
H 5.570 -2.241 -0.642
H 1.259 -4.272 -1.400
H -1.533 -2.542 -4.997
H -1.424 -4.970 -3.897
H -1.379 -4.848 -2.137
H 0.088 -5.264 -3.024
H -1.867 -0.556 -6.037
H -1.941 1.191 -5.807
H -2.671 0.108 -4.608
H 0.656 -0.537 -6.197
H 1.618 0.330 -4.993
H 0.581 1.233 -6.107
H -1.308 1.403 -2.885
H -0.612 2.361 -4.188
H 0.454 1.558 -3.056
H -1.607 -4.818 2.445
H -0.205 -6.519 1.027
H 1.316 -5.845 0.429
H -0.049 -6.030 -0.663
H -2.366 -3.512 4.175
H -3.631 -3.330 2.948
H -3.515 -2.176 4.282
H -0.522 -1.856 4.340
H -1.646 -0.483 4.386
H -0.355 -0.533 3.179
H -3.400 -1.357 1.160
H -2.279 -0.068 1.609
H -3.628 -0.442 2.671
H 4.672 1.401 -0.418
H 6.048 0.314 -0.206
H 5.705 1.559 1.006
H 2.704 1.277 1.115
H 3.694 1.292 2.558
H 2.559 -0.048 2.298
H 6.027 -1.421 1.668
H 4.606 -1.572 2.704
H 5.650 -0.146 2.835
Br -2.280 5.386 -1.419
C -3.592 4.008 -1.319
C -4.925 4.369 -1.185
C -5.847 3.337 -1.092
C -5.402 2.026 -1.146
C -4.039 1.787 -1.277
N -3.147 2.778 -1.359
C -3.519 0.341 -1.345
O -4.353 -0.511 -1.651
O -2.289 0.207 -1.109
H -5.217 5.408 -1.154
H -6.901 3.561 -0.983
H -6.064 1.174 -1.102
S 1.278 3.479 0.292
C 2.400 3.127 -0.983
C 3.414 4.022 -1.387
C 4.266 3.680 -2.411
C 4.130 2.443 -3.045
C 3.126 1.611 -2.591
N 2.292 1.930 -1.602
H 3.492 4.972 -0.877
H 5.042 4.370 -2.722
H 4.783 2.138 -3.850
H 2.974 0.627 -3.026
C 1.068 2.224 3.859
N -0.361 2.391 4.016
C -0.773 3.059 5.234
C -2.258 2.887 5.468
C -2.985 3.282 4.201
N -2.503 2.492 3.087
C -3.328 2.552 1.897
C -1.183 2.150 2.954
O -0.762 1.609 1.932
H 1.440 1.440 4.525
H 1.578 3.164 4.093
H 1.292 1.978 2.828
H -0.512 4.125 5.183
H -0.199 2.630 6.061
H -2.582 3.502 6.308
H -2.480 1.843 5.703
H -2.858 4.356 4.001
H -4.058 3.098 4.296
H -4.313 2.131 2.109
H -2.860 1.984 1.102
H -3.449 3.588 1.562
```

Highest occupied orbital energy (Eh): -0.16014
Charge: -1
Orbital gap (eV): 6.543

Arrangement b

DFT (ωB97M-V/def2-TZVPD) results for a structure of composition C41H59BBaBrN10O3S.

```
117
Properties=species:S:1:pos:R:3
Ba 0.157 0.248 0.256
C -3.321 -1.126 -4.700
C -2.726 -1.508 -3.383
C -2.964 -2.647 -2.643
C -2.176 -2.505 -1.489
N -1.510 -1.355 -1.529
N -1.853 -0.747 -2.695
B -1.251 0.589 -3.179
N 0.292 0.508 -3.322
N 1.168 0.221 -2.317
C 2.384 0.241 -2.838
C 2.311 0.523 -4.214
C 0.971 0.682 -4.481
C 0.350 0.975 -5.808
C 3.653 0.005 -2.053
C 4.571 1.219 -2.260
C 4.337 -1.256 -2.599
C 3.427 -0.167 -0.553
N -1.816 1.791 -2.363
N -1.866 1.866 -1.005
C -2.547 2.961 -0.701
C -2.948 3.621 -1.873
C -2.468 2.845 -2.906
C -2.595 3.114 -4.369
C -2.824 3.364 0.728
C -3.676 4.635 0.744
C -3.603 2.240 1.418
C -1.508 3.652 1.469
C -2.055 -3.465 -0.328
C -0.629 -4.022 -0.263
C -2.401 -2.749 0.981
C -3.031 -4.628 -0.520
H -4.019 -1.902 -5.013
H -2.561 -1.014 -5.474
H -3.864 -0.181 -4.635
H -3.621 -3.457 -2.909
H -1.651 0.760 -4.290
H 3.118 0.600 -4.923
H 1.140 1.044 -6.555
H -0.201 1.916 -5.809
H -0.343 0.190 -6.112
H 4.808 1.363 -3.316
H 5.507 1.077 -1.714
H 4.091 2.128 -1.890
H 4.535 -1.166 -3.669
H 3.705 -2.132 -2.441
H 5.286 -1.422 -2.084
H 3.067 0.745 -0.068
H 4.390 -0.387 -0.084
H 2.787 -1.011 -0.285
H -3.507 4.536 -1.971
H -3.163 4.034 -4.507
H -3.105 2.309 -4.897
H -1.619 3.248 -4.838
H -4.626 4.485 0.225
H -3.151 5.466 0.269
H -3.893 4.917 1.776
H -4.520 2.013 0.868
H -3.873 2.533 2.434
H -3.010 1.325 1.473
H -0.862 4.306 0.880
H -0.938 2.751 1.697
H -1.709 4.142 2.426
H 0.104 -3.227 -0.137
H -0.392 -4.573 -1.176
H -0.527 -4.702 0.588
H -1.665 -1.988 1.238
H -2.402 -3.458 1.811
H -3.389 -2.285 0.921
H -2.819 -5.175 -1.441
H -4.065 -4.278 -0.556
H -2.937 -5.324 0.316
Br -2.878 -2.064 4.872
C -1.102 -2.777 4.745
C -0.606 -3.500 5.819
C 0.679 -4.001 5.682
C 1.386 -3.752 4.516
C 0.784 -2.998 3.516
N -0.459 -2.527 3.638
C 1.580 -2.645 2.249
O 2.659 -3.221 2.101
O 1.050 -1.768 1.511
H -1.197 -3.657 6.708
H 1.123 -4.576 6.486
H 2.390 -4.112 4.351
S 2.107 2.653 1.712
C 2.065 3.388 0.151
C 2.910 4.467 -0.197
C 2.835 5.022 -1.452
C 1.920 4.509 -2.374
C 1.134 3.451 -1.967
N 1.193 2.898 -0.752
H 3.608 4.831 0.544
H 3.484 5.848 -1.722
H 1.828 4.911 -3.374
H 0.415 3.007 -2.647
C -2.004 2.055 4.592
N -0.574 2.256 4.616
C -0.066 3.087 5.683
C 1.349 3.504 5.350
C 2.200 2.263 5.191
N 1.528 1.262 4.384
C 2.400 0.240 3.839
C 0.224 1.323 3.992
O -0.239 0.564 3.135
H -2.510 3.014 4.453
H -2.358 1.607 5.529
H -2.257 1.390 3.776
H -0.104 2.563 6.651
H -0.718 3.961 5.763
H 1.762 4.144 6.132
H 1.344 4.055 4.406
H 2.457 1.837 6.170
H 3.134 2.520 4.683
H 3.178 0.699 3.223
H 1.820 -0.429 3.218
H 2.864 -0.321 4.656
```

Highest occupied orbital energy (Eh): -0.16077
Charge: -1
Orbital gap (eV): 6.670

Bottom line: arrangement b, by a margin of 1.2 kcal/mol.

Arrangement a

DFT (ωB97M-V/def2-TZVPD) results for a cluster of 2 separate species, C6H15N2 in total.

```
23
Properties=species:S:1:pos:R:3
C 1.556 0.421 -0.701
C 1.524 -0.903 0.013
C 1.369 -0.935 1.364
C 1.779 -2.128 -0.844
H 2.606 0.752 -0.833
H 1.088 1.172 -0.097
H 0.999 0.439 -1.692
H 1.333 -1.896 1.940
H 1.372 -0.005 1.880
H 1.797 -3.035 -0.253
H 2.757 -2.006 -1.391
H 1.031 -2.292 -1.644
C -1.605 2.405 -0.680
N -2.006 -0.679 1.319
C -1.941 0.092 0.222
N -1.651 1.354 0.320
H -0.556 2.707 -0.785
H -2.265 3.240 -0.319
H -2.074 2.000 -1.639
H -1.633 -0.368 2.216
H -1.920 -1.670 1.149
H -2.105 -0.362 -0.803
H -1.455 1.696 1.257
```

⟨S²⟩: 0.753
Highest occupied orbital energy (spin up / spin down) (Eh): -0.14040 / -0.31939
2S+1: 2
Orbital gap (spin up / spin down) (eV): 4.855 / 9.634

Arrangement b

DFT (ωB97M-V/def2-TZVPD) results for a cluster of 2 separate species, C6H15N2 in total.

```
23
Properties=species:S:1:pos:R:3
C -0.188 -2.306 -0.313
N -0.381 -0.967 -0.827
C 0.637 0.003 -0.489
C 0.298 1.334 -1.173
C 1.169 2.461 -0.713
C 0.759 3.392 0.140
C 0.444 -2.414 1.081
N -2.210 -0.129 0.751
H -1.179 -2.762 -0.255
H 0.392 -2.915 -1.017
H -1.537 -0.483 -0.035
H 0.642 0.184 0.592
H 1.620 -0.346 -0.826
H 0.394 1.194 -2.254
H -0.752 1.546 -0.967
H 2.190 2.502 -1.083
H 1.423 4.182 0.463
H -0.262 3.373 0.501
H -0.143 -1.841 1.795
H 1.479 -2.069 1.073
H -3.167 -0.009 0.464
H 0.486 -3.454 1.404
H -2.117 -0.475 1.689
```

⟨S²⟩: 0.754
Highest occupied orbital energy (spin up / spin down) (Eh): -0.32830 / -0.32690
2S+1: 2
Orbital gap (spin up / spin down) (eV): 10.009 / 8.273

Bottom line: arrangement b, by a margin of 10.7 kcal/mol.

Arrangement a

DFT (ωB97M-V/def2-TZVPD) results for a cluster of 2 separate species, C2H7NS2 in total.

```
12
Properties=species:S:1:pos:R:3
C -2.555 1.688 -0.286
N -3.024 0.737 -0.962
H -2.328 2.653 -0.747
H -2.171 1.659 0.740
H -2.862 -0.164 -0.518
C 2.661 -0.775 0.329
S 1.323 -1.278 1.475
S -0.389 -1.134 0.207
H 3.598 -1.114 0.770
H 2.553 -1.168 -0.679
H 2.645 0.317 0.343
H 0.551 -1.420 -0.672
```

Highest occupied orbital energy (Eh): -0.31242
Orbital gap (eV): 8.691

Arrangement b

DFT (ωB97M-V/def2-TZVPD) results for the molecule C2H7NS2.

```
12
Properties=species:S:1:pos:R:3
N -0.342 -1.394 1.047
C 0.879 -0.795 0.457
C 0.524 0.342 -0.490
S -0.371 1.697 0.269
S -1.498 2.528 -1.238
H -1.134 -0.784 0.884
H -0.262 -1.568 2.037
H 1.559 -0.536 1.260
H 1.316 -1.579 -0.155
H 1.448 0.709 -0.930
H 0.022 -0.101 -1.347
H -2.139 1.482 -1.792
```

Highest occupied orbital energy (Eh): -0.31579
Orbital gap (eV): 9.059

Bottom line: arrangement b, by a margin of 29.3 kcal/mol.